The following is a quantum chemistry calculation of a single CH2NO2P molecule at a distorted geometry, from the OMol25 dataset.

* HOMO (alpha / beta): -6.2 / -11.0 eV
* 2S+1: 3
* molecular weight: 91.01 g mol⁻¹
* ΔE to the lowest compared entry with this formula, charge and spin: 72.1 kcal per mole
* total energy: -15936.8773 eV
* F_max: 9.2 eV/Å
* E_LUMO (alpha / beta): -0.15 / -3.56 eV

Each atom is followed by the atoms it is bonded to, with distances in Å.
Geometry (Å):
1 C 1.3634 0.0293 -0.2377  N2 1.680, O3 1.173, H6 1.035
2 N -0.0015 0.9285 0.1519  C1 1.680, P5 1.541
3 O 1.7407 -0.9278 0.3251  C1 1.173
4 O -1.3546 -1.2188 -0.4110  P5 1.411
5 P -1.2551 0.0349 0.2298  N2 1.541, O4 1.411, H7 1.535
6 H 1.9610 0.4473 -0.9727  C1 1.035
7 H -2.4539 0.7067 0.9145  P5 1.535

Here is what Löwdin gives for the atomic charges, in e: number 1, C, carries -0.368; number 2, N, carries -0.187; number 3, O, carries 0.155; number 4, O, carries -0.354; number 5, P, carries 0.606; number 6, H, carries 0.089; number 7, H, carries 0.059